The following is a quantum chemistry calculation of a cluster of 9 separate species, C45H106B2F8N5O8 in total in a non-equilibrium geometry, from the Open Molecules 2025 dataset.

XYZ file:
```
174
Properties=species:S:1:pos:R:3:lowdin_charge:R:1
C 15.338 17.221 10.424 -0.030
C 16.572 17.929 10.997 -0.125
N 17.354 17.122 12.068 -0.228
C 18.455 17.994 12.528 0.021
C 16.420 16.601 13.144 -0.148
C 17.064 15.924 14.342 -0.025
C 17.957 15.810 11.468 -0.058
C 18.974 15.956 10.369 -0.240
O 18.311 15.964 9.195 -0.178
C 19.204 16.040 8.121 -0.078
H 15.658 16.203 10.185 0.068
H 15.067 17.748 9.527 0.080
H 14.466 17.239 11.068 0.063
H 16.458 18.908 11.498 0.119
H 17.331 18.087 10.174 0.114
H 18.743 18.565 11.642 0.087
H 19.260 17.441 12.993 0.112
H 17.977 18.621 13.314 0.106
H 15.781 15.895 12.650 0.094
H 15.852 17.472 13.502 0.133
H 17.548 16.553 15.035 0.049
H 17.709 15.234 13.872 0.035
H 16.292 15.321 14.839 0.089
H 17.162 15.253 11.034 0.104
H 18.377 15.404 12.332 0.076
H 19.608 15.061 10.464 0.136
H 19.632 16.835 10.491 0.135
H 19.640 17.007 8.213 0.068
H 18.651 15.845 7.147 0.118
H 19.931 15.245 8.164 0.083
C 18.568 21.981 18.079 -0.066
C 17.826 20.727 17.680 -0.181
N 18.691 19.477 17.613 -0.241
C 19.518 19.378 18.857 -0.009
C 17.765 18.233 17.417 -0.162
C 16.895 17.801 18.551 -0.061
C 19.548 19.681 16.364 -0.052
C 20.858 18.840 16.271 -0.209
O 20.595 17.449 16.174 -0.217
C 21.840 16.727 16.024 -0.058
H 19.299 22.408 17.376 0.083
H 18.949 21.849 19.095 0.072
H 17.848 22.836 18.164 0.102
H 17.354 20.737 16.730 0.064
H 17.104 20.439 18.453 0.127
H 20.373 20.089 18.776 0.113
H 19.994 18.403 18.896 0.105
H 18.944 19.567 19.798 0.125
H 18.569 17.539 17.247 0.103
H 17.170 18.501 16.496 0.112
H 16.060 18.569 18.727 0.106
H 17.477 17.672 19.468 0.074
H 16.368 16.868 18.312 0.094
H 19.808 20.737 16.336 0.116
H 18.931 19.504 15.451 0.134
H 21.523 19.018 17.140 0.110
H 21.598 19.087 15.480 0.136
H 21.552 15.662 16.051 0.105
H 22.530 16.996 16.860 0.102
H 22.275 16.953 15.086 0.073
C 11.666 13.515 14.664 -0.052
C 11.307 13.112 13.258 -0.189
N 11.231 14.221 12.241 -0.255
C 12.272 15.258 12.406 -0.004
C 11.522 13.499 10.845 -0.116
C 10.509 12.425 10.445 -0.047
C 9.904 14.888 12.327 -0.109
C 9.748 15.995 11.300 -0.209
O 9.923 15.724 9.951 -0.226
C 8.981 16.061 8.953 -0.064
H 11.212 12.717 15.265 0.094
H 11.288 14.513 15.000 0.091
H 12.773 13.630 14.771 0.076
H 10.307 12.700 13.256 0.113
H 11.912 12.276 12.918 0.122
H 13.161 14.730 12.814 0.077
H 11.875 15.975 13.149 0.116
H 12.497 15.709 11.403 0.118
H 12.537 13.094 11.011 0.103
H 11.678 14.275 10.075 0.119
H 9.483 12.722 10.489 0.063
H 10.492 11.582 11.097 0.066
H 10.758 12.125 9.423 0.097
H 9.868 15.283 13.368 0.144
H 9.119 14.077 12.303 0.146
H 10.459 16.807 11.602 0.135
H 8.676 16.261 11.343 0.137
H 8.034 15.637 9.226 0.082
H 9.351 15.637 8.008 0.102
H 8.937 17.159 8.867 0.099
C 14.468 21.701 10.438 -0.052
C 15.886 22.023 10.842 -0.208
N 16.308 23.424 11.167 -0.220
C 15.418 24.017 12.248 0.020
C 17.814 23.317 11.652 -0.112
C 18.024 22.587 12.971 -0.052
C 16.300 24.395 10.003 -0.092
C 17.107 23.976 8.826 -0.228
O 18.331 24.668 8.841 -0.177
C 19.105 24.548 7.638 -0.063
H 13.705 22.059 11.186 0.090
H 14.448 20.589 10.480 0.090
H 14.134 22.067 9.443 0.085
H 16.551 21.694 10.010 0.106
H 16.043 21.442 11.739 0.072
H 15.922 24.903 12.697 0.124
H 15.175 23.278 12.989 0.074
H 14.480 24.352 11.882 0.086
H 18.154 24.373 11.760 0.140
H 18.389 22.785 10.902 0.111
H 19.079 22.220 12.999 0.110
H 17.412 21.713 12.998 0.045
H 17.880 23.217 13.794 0.055
H 16.628 25.387 10.334 0.145
H 15.214 24.488 9.694 0.151
H 16.460 24.201 7.969 0.137
H 17.282 22.929 8.707 0.106
H 19.387 23.516 7.424 0.078
H 19.989 25.120 7.801 0.081
H 18.503 24.863 6.767 0.096
C 15.791 13.025 9.441 -0.082
C 17.020 12.069 9.487 -0.174
C 16.855 11.152 10.719 -0.129
N 17.590 9.819 10.799 -0.271
C 19.042 10.040 10.591 -0.128
C 19.779 8.744 10.720 -0.184
C 19.803 8.174 12.141 -0.179
C 18.348 8.212 12.552 -0.189
C 17.511 9.409 12.228 -0.139
C 17.055 8.913 9.728 0.038
H 14.854 12.571 9.145 0.075
H 15.965 13.844 8.836 0.035
H 15.700 13.457 10.473 0.073
H 17.926 12.667 9.642 0.106
H 17.118 11.590 8.500 0.110
H 15.802 10.894 10.878 0.116
H 17.246 11.623 11.642 0.107
H 19.343 10.746 11.395 0.130
H 19.203 10.488 9.602 0.145
H 20.916 8.907 10.489 0.158
H 19.516 8.014 9.940 0.111
H 20.360 8.843 12.802 0.116
H 20.291 7.145 12.202 0.141
H 18.155 8.105 13.639 0.134
H 17.927 7.268 12.087 0.129
H 17.897 10.301 12.762 0.116
H 16.460 9.188 12.497 0.148
H 17.305 7.891 10.028 0.094
H 17.572 9.061 8.824 0.087
H 15.936 9.119 9.708 0.139
C 15.029 11.658 14.277 0.005
C 14.677 12.741 13.210 -0.725
O 14.298 12.327 12.100 -0.071
O 14.686 13.921 13.654 -0.096
H 15.667 10.877 13.806 0.055
H 14.062 11.225 14.572 0.071
H 15.507 12.123 15.115 0.062
C 14.627 21.489 15.501 -0.015
C 15.480 20.581 14.696 -0.717
O 16.418 19.968 15.321 -0.120
O 15.260 20.477 13.471 -0.051
H 14.993 21.663 16.495 0.057
H 13.631 21.093 15.568 0.074
H 14.529 22.502 14.998 0.087
B 19.296 12.859 12.963 -1.155
F 19.242 11.508 13.316 0.106
F 18.071 13.246 12.360 0.091
F 19.652 13.727 14.112 0.030
F 20.299 12.999 11.976 0.094
B 18.501 20.163 9.086 -1.132
F 18.446 20.601 10.503 0.015
F 19.168 21.245 8.354 0.047
F 19.346 19.043 9.133 0.113
F 17.213 19.883 8.644 0.132
```

Summary:
**Electronic energy**: -3502.5489 Eh
**Highest occupied orbital energy**: -0.3661 Ha
**Spin multiplicity**: 1
**Charge**: +1
**M**: 1018.98 g/mol

The following is a quantum chemistry calculation of a cluster of 9 separate species, C45H111N9O3 in total in a non-equilibrium geometry, from the Open Molecules 2025 dataset.

XYZ file:
```
168
Properties=species:S:1:pos:R:3:lowdin_charge:R:1
C 8.152 5.346 -4.091 -0.096
C 9.062 5.938 -5.193 -0.246
N 9.368 4.938 -6.225 -0.205
C 10.508 5.397 -7.091 -0.269
C 11.241 4.250 -7.637 -0.097
C 8.243 4.528 -6.947 -0.305
C 7.657 3.158 -6.532 -0.070
H 7.104 5.168 -4.331 0.062
H 8.248 5.935 -3.178 0.067
H 8.521 4.344 -3.874 0.071
H 8.599 6.824 -5.625 0.109
H 9.933 6.228 -4.604 0.108
H 9.976 6.006 -7.822 0.111
H 11.160 6.107 -6.584 0.112
H 10.501 3.591 -8.091 0.066
H 11.894 4.556 -8.454 0.080
H 11.665 3.708 -6.792 0.086
H 8.505 4.431 -8.001 0.105
H 7.494 5.319 -6.974 0.117
H 7.130 3.180 -5.578 0.053
H 8.501 2.471 -6.475 0.073
H 6.912 2.839 -7.261 0.067
C -1.882 -8.627 0.149 -0.083
C -1.512 -9.675 -1.011 -0.168
N -0.026 -9.977 -0.832 -0.205
C 0.328 -10.544 0.457 -0.301
C -0.297 -11.831 0.910 -0.091
C 0.864 -8.804 -1.104 -0.233
C 0.594 -8.009 -2.473 -0.069
H -1.232 -7.756 0.065 0.059
H -1.827 -9.155 1.101 0.057
H -2.927 -8.332 0.053 0.060
H -2.066 -10.558 -0.692 0.089
H -1.786 -9.291 -1.994 0.095
H 1.413 -10.628 0.395 0.112
H 0.191 -9.712 1.148 0.097
H -0.152 -12.636 0.189 0.077
H 0.098 -12.209 1.853 0.072
H -1.357 -11.906 1.152 0.065
H 1.881 -9.192 -1.043 0.099
H 0.856 -8.141 -0.239 0.090
H 1.618 -7.702 -2.682 0.055
H 0.063 -7.066 -2.595 0.061
H 0.185 -8.677 -3.231 0.062
C -12.592 -3.724 -5.118 -0.068
C -11.942 -5.105 -4.613 -0.187
N -10.912 -5.603 -5.582 -0.185
C -9.636 -4.888 -5.626 -0.282
C -8.880 -4.955 -4.275 -0.074
C -11.406 -5.590 -6.984 -0.283
C -12.484 -6.592 -7.404 -0.097
H -11.958 -3.075 -5.722 0.059
H -12.778 -3.166 -4.200 0.057
H -13.560 -3.924 -5.579 0.063
H -11.532 -5.257 -3.615 0.096
H -12.723 -5.862 -4.545 0.095
H -8.995 -5.314 -6.398 0.104
H -9.819 -3.856 -5.925 0.100
H -7.800 -5.019 -4.409 0.069
H -9.198 -4.007 -3.841 0.065
H -9.331 -5.792 -3.742 0.067
H -10.542 -5.844 -7.598 0.102
H -11.770 -4.654 -7.406 0.101
H -12.247 -7.605 -7.082 0.069
H -12.682 -6.634 -8.475 0.072
H -13.424 -6.458 -6.869 0.057
C -0.952 7.396 -4.950 -0.082
C -2.272 6.666 -5.377 -0.263
N -2.039 5.660 -6.453 -0.171
C -1.386 6.383 -7.625 -0.206
C -2.350 7.431 -8.287 -0.079
C -3.301 4.910 -6.757 -0.255
C -3.292 3.835 -7.885 -0.088
H -0.987 7.620 -3.884 0.063
H -1.082 8.368 -5.425 0.065
H 0.013 6.931 -5.153 0.074
H -2.728 6.178 -4.516 0.100
H -3.086 7.352 -5.615 0.090
H -0.972 5.649 -8.317 0.103
H -0.501 6.868 -7.215 0.079
H -3.115 6.912 -8.864 0.054
H -1.823 7.998 -9.055 0.066
H -2.963 8.034 -7.616 0.061
H -3.605 4.357 -5.868 0.101
H -4.138 5.596 -6.882 0.098
H -4.162 3.178 -7.917 0.067
H -3.268 4.306 -8.868 0.053
H -2.365 3.262 -7.855 0.069
C 3.785 5.954 8.405 -0.096
C 3.631 4.755 9.356 -0.251
N 4.519 3.676 8.884 -0.192
C 3.962 2.422 9.330 -0.297
C 3.167 1.722 8.226 -0.074
C 5.948 3.681 9.302 -0.247
C 6.769 2.730 8.423 -0.090
H 4.678 6.534 8.637 0.060
H 2.933 6.632 8.463 0.062
H 3.741 5.643 7.361 0.075
H 3.575 4.940 10.429 0.115
H 2.600 4.502 9.106 0.103
H 4.748 1.795 9.751 0.102
H 3.328 2.666 10.182 0.103
H 2.623 0.784 8.340 0.067
H 2.338 2.344 7.888 0.061
H 3.835 1.722 7.365 0.068
H 6.033 3.604 10.386 0.112
H 6.391 4.657 9.104 0.105
H 6.539 1.664 8.427 0.062
H 7.794 2.856 8.771 0.072
H 6.559 2.961 7.379 0.078
C -0.371 -2.135 1.925 -0.094
C -0.463 -0.633 1.554 -0.278
N -0.644 -0.423 0.107 -0.172
C -0.348 0.940 -0.317 -0.221
C 1.024 0.890 -1.222 -0.063
C -2.120 -0.633 0.011 -0.241
C -2.672 -0.775 -1.482 -0.074
H 0.065 -2.765 1.150 0.077
H -1.360 -2.520 2.176 0.057
H 0.305 -2.271 2.769 0.064
H -1.121 -0.122 2.256 0.116
H 0.573 -0.350 1.742 0.105
H -1.131 1.478 -0.852 0.101
H -0.017 1.526 0.541 0.097
H 1.684 0.252 -0.634 0.049
H 0.888 0.495 -2.229 0.055
H 1.647 1.784 -1.235 0.052
H -2.722 0.112 0.531 0.105
H -2.428 -1.535 0.540 0.093
H -3.756 -0.865 -1.543 0.058
H -2.385 -1.709 -1.966 0.059
H -2.362 -0.019 -2.203 0.055
C 2.119 -6.653 7.874 -0.335
O 1.659 -7.153 6.825 -0.021
N 3.324 -6.056 7.936 -0.164
C 3.891 -5.829 9.281 -0.074
C 4.196 -5.886 6.694 -0.016
H 1.543 -6.518 8.802 0.134
H 4.151 -6.582 10.025 0.081
H 3.254 -5.102 9.785 0.082
H 4.869 -5.350 9.233 0.078
H 5.091 -6.437 6.407 0.083
H 3.499 -5.666 5.885 0.084
H 4.697 -4.939 6.896 0.069
C 3.332 8.775 1.477 -0.348
O 2.959 8.024 0.596 0.016
N 2.544 9.355 2.426 -0.185
C 2.976 10.170 3.580 -0.054
C 1.135 9.047 2.323 -0.065
H 4.369 9.084 1.677 0.129
H 2.841 11.243 3.444 0.085
H 4.048 10.126 3.772 0.077
H 2.632 9.798 4.545 0.086
H 0.804 8.160 1.784 0.092
H 0.765 8.941 3.343 0.078
H 0.603 9.938 1.990 0.089
C -3.767 -0.886 9.363 -0.349
O -4.430 0.093 9.538 0.028
N -4.136 -1.882 8.474 -0.190
C -3.175 -2.970 8.276 -0.082
C -5.481 -2.167 7.892 -0.028
H -2.786 -1.030 9.842 0.128
H -2.309 -2.744 8.898 0.071
H -2.839 -3.018 7.241 0.086
H -3.574 -3.933 8.595 0.084
H -6.007 -1.216 7.806 0.084
H -5.420 -2.662 6.923 0.083
H -5.973 -2.843 8.592 0.086
```

Summary:
**Electronic energy**: -2499.3249 Eh
**Highest occupied orbital energy**: -0.2879 Ha
**Spin multiplicity**: 1
**Charge**: 0
**SMILES string**: CCN(CC)CC.CCN(CC)CC.CCN(CC)CC.CCN(CC)CC.CCN(CC)CC.CCN(CC)CC.CN(C)C=O.CN(C)C=O.CN(C)C=O
**M**: 826.44 g/mol
**Relative energy (zero: lowest compared OMol25 entry of this formula, charge and spin)**: 693.5 kJ/mol

Calculated Kohn-Sham gap, 0.31898 0.29922 Eh (same order as the records).